The following is a quantum chemistry calculation of C9H16N2O4S in the gas phase at a distorted geometry, from OMol25.

Summary:
Calculated total energy   -31595.846 eV
HOMO   -10.2591 eV
LUMO   0.52 eV
Frontier orbital gap   10.78 eV
Energy above the lowest of the compared OMol25 structures with the same formula, charge and spin   1.4534 eV
Structure (SMILES)   CC(C)CC1C(=O)N(C)S(=O)(=O)N(C)C1=O

Each line ends with the Löwdin charge.
Geometry (Å):
O  -0.439  0.636  -2.159  0.088
O  1.171  -1.264  1.744  0.133
O  1.191  3.451  1.250  -0.278
O  2.963  1.792  0.606  -0.288
C  0.354  0.815  -1.234  -0.444
C  1.006  -0.344  1.008  -0.510
N  0.632  2.065  -0.732  -0.121
N  0.741  0.806  1.630  -0.148
C  0.563  3.306  -1.618  -0.011
C  0.439  1.046  3.091  -0.009
C  -1.521  -3.331  -0.755  -0.091
C  -1.842  -1.072  0.239  -0.073
C  0.967  -0.397  -0.585  -0.119
C  0.387  -1.769  -1.010  -0.098
C  -1.148  -1.871  -0.802  -0.463
S  1.499  2.115  0.774  0.801
H  -0.305  3.908  -1.439  0.079
H  1.434  3.929  -1.588  0.078
H  0.522  3.069  -2.706  0.104
H  -0.389  0.402  3.431  0.096
H  1.402  0.820  3.638  0.115
H  0.067  2.064  3.320  0.092
H  -2.635  -3.484  -0.623  0.094
H  -1.349  -3.691  -1.722  0.056
H  -1.090  -3.864  0.112  0.097
H  -2.083  -0.093  -0.079  0.063
H  -1.354  -1.080  1.253  0.092
H  -2.852  -1.571  0.313  0.098
H  2.016  -0.419  -0.909  0.162
H  0.297  -1.924  -2.155  0.156
H  1.031  -2.508  -0.560  0.113
H  -1.676  -1.543  -1.730  0.136

---

The following is a quantum chemistry calculation of 10 unconnected molecules or ions with the total composition C50H115N15O10 at a distorted geometry, from OMol25.

Summary:
Calculated total energy   -96539.884 eV
HOMO   -7.8583 eV
LUMO   0.18 eV
Frontier orbital gap   8.03 eV
Energy above the lowest of the compared OMol25 structures with the same formula, charge and spin   1.3446 eV
Structure (SMILES)   CC1(C)CCCC(C)(C)N1O.CC1(C)CCCC(C)(C)N1O.CC1(C)CCCC(C)(C)N1O.CC1(C)CCCC(C)(C)N1O.CC1(C)CCCC(C)(C)N1O.NC(N)=O.NC(N)=O.NC(N)=O.NC(N)=O.NC(N)=O

Each line ends with the Löwdin charge.
Geometry (Å):
C  -26.328  -2.180  -1.830  -0.029
C  -25.343  -2.460  -0.715  -0.498
C  -26.021  -3.308  0.411  -0.111
C  -26.266  -4.716  -0.096  -0.190
C  -25.038  -5.470  -0.593  -0.112
C  -24.219  -4.696  -1.660  -0.546
N  -24.121  -3.283  -1.157  -0.026
O  -23.514  -2.570  -2.324  -0.063
C  -22.756  -5.090  -1.768  -0.046
C  -24.867  -4.800  -2.994  -0.037
C  -24.869  -1.120  -0.220  -0.035
H  -26.996  -1.335  -1.760  0.072
H  -26.885  -3.125  -1.990  0.076
H  -25.784  -1.983  -2.730  0.065
H  -25.238  -3.315  1.185  0.115
H  -26.910  -2.840  0.748  0.101
H  -26.927  -4.638  -0.921  0.071
H  -26.901  -5.343  0.547  0.120
H  -25.372  -6.432  -0.996  0.127
H  -24.397  -5.619  0.244  0.105
H  -22.703  -6.210  -1.793  0.099
H  -22.216  -4.721  -2.669  0.090
H  -22.181  -4.628  -0.924  0.080
H  -24.507  -5.761  -3.363  0.091
H  -25.940  -4.950  -2.831  0.081
H  -24.593  -3.966  -3.637  0.090
H  -24.514  -0.453  -1.048  0.071
H  -24.071  -1.219  0.536  0.069
H  -25.757  -0.589  0.251  0.102
H  -22.905  -2.037  -1.820  0.081
C  -19.291  -2.529  5.994  -0.027
C  -20.480  -2.299  5.033  -0.527
C  -20.876  -0.839  5.062  -0.135
C  -21.765  -0.408  3.928  -0.174
C  -21.091  -0.685  2.588  -0.126
C  -20.650  -2.206  2.445  -0.464
N  -19.920  -2.520  3.701  -0.110
O  -19.613  -3.881  3.635  -0.037
C  -21.859  -3.124  2.123  0.005
C  -19.621  -2.214  1.312  -0.040
C  -21.665  -3.203  5.403  -0.026
H  -18.887  -3.546  6.001  0.081
H  -19.456  -2.331  7.054  0.083
H  -18.512  -1.856  5.631  0.085
H  -21.321  -0.663  6.062  0.139
H  -19.947  -0.281  4.963  0.118
H  -21.891  0.652  3.947  0.077
H  -22.739  -0.821  3.948  0.075
H  -20.107  -0.268  2.676  0.102
H  -21.672  -0.398  1.723  0.103
H  -22.704  -2.410  1.917  0.073
H  -21.708  -3.551  1.149  0.053
H  -22.117  -3.789  2.913  0.054
H  -18.715  -1.769  1.756  0.093
H  -19.257  -3.153  0.988  0.059
H  -19.923  -1.702  0.384  0.094
H  -21.386  -4.228  5.154  0.081
H  -22.629  -2.973  4.872  0.084
H  -21.827  -3.194  6.462  0.073
H  -18.704  -3.967  3.304  0.119
C  -18.261  4.663  1.043  -0.055
C  -19.617  4.917  0.536  -0.496
C  -20.109  3.849  -0.420  -0.126
C  -20.284  2.432  0.186  -0.172
C  -21.342  2.528  1.270  -0.146
C  -20.920  3.586  2.322  -0.508
N  -20.612  4.843  1.712  -0.121
O  -20.111  5.750  2.678  -0.049
C  -22.177  3.800  3.189  -0.019
C  -19.822  2.972  3.203  -0.017
C  -19.686  6.401  0.027  -0.002
H  -17.417  5.103  0.522  0.084
H  -18.049  3.577  1.242  0.088
H  -18.168  5.277  1.994  0.109
H  -21.136  4.081  -0.733  0.093
H  -19.504  3.822  -1.350  0.134
H  -19.408  1.967  0.673  0.100
H  -20.680  1.775  -0.646  0.120
H  -21.700  1.636  1.792  0.086
H  -22.272  2.858  0.685  0.115
H  -22.914  4.314  2.659  0.027
H  -22.657  2.850  3.465  0.081
H  -21.996  4.337  4.118  0.097
H  -20.312  2.289  3.950  0.088
H  -19.052  2.436  2.682  0.056
H  -19.365  3.713  3.861  0.088
H  -19.108  7.039  0.756  0.101
H  -20.749  6.628  -0.063  0.062
H  -19.168  6.522  -0.949  0.093
H  -20.717  6.532  2.595  0.109
C  -32.550  2.053  2.667  -0.046
C  -32.342  0.729  1.933  -0.498
C  -33.592  0.629  0.974  -0.130
C  -33.452  -0.396  -0.112  -0.170
C  -32.188  -0.052  -0.885  -0.115
C  -30.925  -0.084  0.020  -0.511
N  -31.197  0.922  1.041  -0.068
O  -30.088  1.020  1.957  -0.068
C  -30.646  -1.478  0.576  -0.033
C  -29.697  0.315  -0.774  -0.033
C  -32.186  -0.474  2.876  -0.011
H  -31.817  2.228  3.456  0.087
H  -33.583  2.099  2.994  0.089
H  -32.387  2.839  1.880  0.069
H  -34.414  0.430  1.653  0.117
H  -33.659  1.633  0.535  0.113
H  -34.298  -0.243  -0.779  0.116
H  -33.392  -1.412  0.257  0.105
H  -32.129  0.951  -1.304  0.105
H  -32.107  -0.782  -1.689  0.124
H  -30.178  -2.086  -0.238  0.104
H  -29.962  -1.410  1.378  0.052
H  -31.475  -2.068  0.930  0.056
H  -29.579  -0.396  -1.610  0.094
H  -29.671  1.383  -1.079  0.078
H  -28.781  0.174  -0.203  0.064
H  -32.315  -1.424  2.412  0.049
H  -32.893  -0.330  3.646  0.069
H  -31.150  -0.461  3.325  0.100
H  -29.936  1.963  1.938  0.039
C  -23.992  2.375  -1.865  -0.016
C  -23.988  2.908  -3.296  -0.510
C  -23.664  1.723  -4.234  -0.120
C  -24.940  0.885  -4.463  -0.164
C  -26.026  1.751  -5.087  -0.142
C  -26.452  2.839  -4.121  -0.519
N  -25.236  3.563  -3.694  -0.107
O  -25.595  4.674  -2.948  -0.032
C  -27.339  3.757  -4.962  -0.042
C  -27.271  2.344  -2.922  -0.024
C  -22.829  3.877  -3.470  -0.046
H  -24.436  1.381  -1.841  0.040
H  -24.597  3.006  -1.180  0.070
H  -23.042  2.207  -1.287  0.082
H  -23.260  2.080  -5.162  0.108
H  -22.867  1.167  -3.733  0.120
H  -25.266  0.533  -3.460  0.083
H  -24.731  -0.030  -5.035  0.116
H  -26.822  1.133  -5.406  0.106
H  -25.695  2.142  -6.065  0.131
H  -26.678  4.259  -5.703  0.101
H  -28.232  3.162  -5.263  0.100
H  -27.790  4.589  -4.405  0.076
H  -28.314  2.187  -3.351  0.106
H  -26.818  1.452  -2.470  0.067
H  -27.426  3.015  -2.044  0.052
H  -22.834  4.245  -4.500  0.086
H  -21.841  3.509  -3.198  0.076
H  -22.994  4.848  -2.927  0.083
H  -25.902  4.354  -2.038  0.077
C  -26.346  3.607  0.611  -0.761
O  -26.760  4.552  -0.048  0.003
N  -25.270  3.768  1.438  0.187
N  -26.922  2.450  0.675  0.228
H  -24.899  2.913  1.876  0.098
H  -24.702  4.580  1.333  0.053
H  -27.832  2.559  0.396  0.056
H  -26.646  1.816  1.410  0.069
C  -23.256  6.984  1.023  -0.688
O  -22.869  7.128  2.182  0.007
N  -23.035  5.771  0.509  0.162
N  -24.081  7.886  0.449  0.178
H  -22.252  5.327  0.924  0.032
H  -23.149  5.625  -0.478  0.103
H  -24.473  8.567  1.112  0.126
H  -24.560  7.725  -0.403  0.091
C  -31.103  3.784  -2.033  -0.729
O  -31.408  3.826  -3.233  0.004
N  -29.901  3.931  -1.495  0.164
N  -32.036  3.495  -1.148  0.175
H  -29.165  4.294  -2.103  0.104
H  -29.963  4.532  -0.672  0.094
H  -31.701  3.232  -0.241  0.058
H  -32.993  3.523  -1.315  0.092
C  -26.486  -0.163  3.642  -0.572
O  -26.070  0.916  3.157  -0.017
N  -25.764  -0.908  4.635  0.140
N  -27.753  -0.677  3.494  0.164
H  -25.983  -1.886  4.684  0.077
H  -24.775  -0.737  4.703  0.064
H  -28.403  -0.178  2.847  0.095
H  -27.980  -1.553  3.916  0.092
C  -29.951  4.517  2.366  -0.502
O  -30.015  3.718  1.311  -0.092
N  -31.031  4.938  3.033  0.167
N  -28.726  5.091  2.795  0.172
H  -31.050  5.745  3.646  0.120
H  -31.929  4.444  2.807  0.111
H  -28.525  5.135  3.777  0.095
H  -27.916  4.855  2.265  0.062